Entry 1:
{
  "formula": "C39H38CsN5O5P2",
  "method": "ωB97M-V/def2-TZVPD",
  "elements": ["Cs", "C", "O", "C", "C", "C", "C", "C", "C", "N", "N", "C", "C", "O", "C", "C", "C", "C", "C", "C", "C", "C", "H", "H", "H", "H", "H", "H", "H", "H", "H", "H", "H", "H", "H", "C", "P", "C", "C", "C", "C", "C", "C", "C", "P", "C", "C", "H", "H", "H", "H", "H", "H", "H", "H", "H", "H", "H", "H", "H", "H", "H", "H", "C", "C", "O", "C", "C", "C", "C", "C", "C", "O", "H", "H", "H", "H", "H", "H", "H", "N", "C", "O", "C", "C", "N", "C", "N", "H", "H"],
  "coordinates": [[0.164, -0.709, 0.408], [2.341, 2.533, 1.141], [1.186, 2.279, 1.902], [0.985, 2.987, 3.038], [1.853, 3.954, 3.523], [1.572, 4.650, 4.692], [0.406, 4.392, 5.391], [-0.463, 3.423, 4.933], [-0.201, 2.692, 3.766], [-0.959, 1.619, 3.362], [-2.119, 1.533, 3.924], [-2.887, 0.443, 3.770], [-2.566, -0.699, 2.931], [-1.555, -0.784, 2.215], [-3.524, -1.796, 2.969], [-4.627, -1.796, 3.744], [-4.943, -0.687, 4.581], [-6.060, -0.701, 5.426], [-6.359, 0.376, 6.225], [-5.547, 1.512, 6.169], [-4.444, 1.542, 5.355], [-4.090, 0.444, 4.550], [2.381, 3.576, 0.803], [2.276, 1.891, 0.264], [3.262, 2.298, 1.690], [2.775, 4.167, 3.002], [2.278, 5.384, 5.055], [0.190, 4.928, 6.306], [-1.363, 3.178, 5.480], [-3.282, -2.645, 2.341], [-5.300, -2.649, 3.755], [-6.689, -1.586, 5.441], [-7.217, 0.347, 6.887], [-5.791, 2.369, 6.785], [-3.808, 2.411, 5.313], [-1.136, 2.846, -2.683], [-0.247, 1.216, -2.465], [-1.742, 0.184, -2.822], [0.558, 1.029, -4.089], [0.512, 1.936, -5.138], [1.222, 1.688, -6.301], [1.994, 0.545, -6.415], [2.041, -0.362, -5.370], [1.318, -0.136, -4.210], [1.211, -1.261, -2.756], [3.004, -1.369, -2.390], [1.051, -2.852, -3.692], [-1.932, 2.809, -3.432], [-0.433, 3.633, -2.945], [-1.575, 3.081, -1.710], [-2.111, 0.384, -3.833], [-2.514, 0.435, -2.091], [-1.477, -0.867, -2.728], [-0.074, 2.841, -5.064], [1.169, 2.390, -7.124], [2.556, 0.362, -7.323], [2.654, -1.247, -5.471], [3.593, -1.616, -3.274], [3.130, -2.129, -1.623], [3.321, -0.402, -2.008], [1.806, -2.958, -4.469], [0.061, -2.910, -4.140], [1.153, -3.663, -2.976], [2.225, -4.454, 2.138], [1.507, -3.757, 0.979], [1.819, -2.597, 0.734], [0.524, -4.527, 0.250], [0.371, -5.902, 0.481], [-0.529, -6.676, -0.205], [-1.340, -6.075, -1.177], [-1.242, -4.741, -1.425], [-0.310, -3.881, -0.746], [-0.259, -2.663, -1.036], [2.877, -3.733, 2.627], [2.836, -5.273, 1.766], [1.513, -4.838, 2.864], [1.007, -6.389, 1.207], [-0.608, -7.738, -0.010], [-2.038, -6.685, -1.740], [-1.858, -4.266, -2.180], [2.158, 3.624, -2.875], [3.072, 2.594, -2.705], [2.838, 1.737, -1.848], [4.213, 2.641, -3.560], [5.231, 1.703, -3.491], [6.130, 0.976, -3.455], [4.395, 3.679, -4.453], [4.552, 4.574, -5.175], [1.523, 3.773, -2.108], [2.403, 4.413, -3.450]],
  "forces_ev_per_angstrom": [[0.504, 3.236, 0.162], [0.288, -0.032, -0.309], [-0.282, 0.021, 0.385], [-0.486, -0.200, 0.171], [0.235, 0.045, -0.152], [-0.051, 0.007, 0.036], [0.159, 0.207, 0.104], [-0.047, -0.239, -0.307], [0.486, 1.034, 0.708], [-1.896, -1.501, -0.235], [2.016, 1.175, -0.187], [-0.077, -0.950, -0.744], [-0.252, 0.523, 0.516], [-1.070, -0.308, 1.003], [-0.174, -0.303, -0.004], [0.210, -0.172, -0.174], [0.041, 0.343, 0.051], [-0.057, 0.060, 0.035], [-0.275, -0.193, 0.068], [0.061, 0.080, 0.039], [-0.066, 0.210, 0.115], [-0.218, -0.216, 0.204], [-0.004, -0.050, 0.044], [0.082, 0.128, 0.029], [-0.112, 0.039, 0.045], [0.009, -0.015, -0.088], [0.046, 0.065, 0.005], [-0.022, 0.023, 0.032], [0.032, -0.037, 0.001], [0.016, -0.025, -0.051], [0.040, -0.022, -0.039], [-0.007, -0.030, -0.001], [-0.023, 0.010, -0.015], [0.031, 0.056, 0.000], [0.009, 0.103, 0.054], [0.086, -0.167, 0.071], [-0.882, 0.803, -0.152], [0.003, 0.025, 0.043], [0.172, -0.067, 0.006], [-0.066, 0.066, -0.107], [-0.098, 0.118, -0.124], [0.084, -0.058, -0.157], [0.047, -0.014, -0.177], [-0.052, 0.064, 0.023], [1.006, -0.277, -1.155], [-0.101, -0.012, 0.164], [-0.162, 0.170, 0.244], [0.042, 0.016, -0.029], [-0.035, 0.060, -0.003], [-0.060, 0.064, -0.060], [-0.024, -0.009, 0.115], [-0.069, -0.090, -0.009], [-0.134, -0.108, 0.073], [-0.018, 0.065, 0.059], [0.055, 0.047, 0.011], [0.039, 0.003, 0.019], [0.043, -0.063, 0.034], [0.024, -0.047, -0.001], [0.153, -0.111, 0.127], [0.112, 0.000, 0.040], [0.057, 0.021, -0.027], [-0.099, -0.071, -0.038], [-0.013, -0.142, 0.021], [0.052, 0.344, -0.075], [0.609, -0.354, 0.514], [0.935, -1.200, 0.179], [-0.389, 0.316, -0.446], [0.020, -0.150, 0.017], [0.123, -0.384, 0.189], [-0.045, 0.072, -0.058], [-0.159, 0.074, -0.278], [-0.072, -0.553, 0.058], [-0.587, -1.531, -0.732], [-0.037, 0.052, -0.061], [0.033, -0.160, 0.008], [-0.056, -0.129, 0.048], [0.013, 0.001, 0.099], [0.037, -0.012, 0.034], [-0.072, 0.024, -0.010], [-0.007, 0.019, 0.004], [-0.003, 0.064, 0.059], [-0.447, 0.286, 0.331], [0.337, 0.016, -0.112], [-0.510, -0.228, 0.267], [0.761, -0.771, 0.209], [0.003, -0.137, -0.014], [0.166, 0.959, -0.707], [-0.107, 0.035, -0.049], [0.140, -0.048, -0.059], [0.005, 0.033, 0.074]],
  "e_lumo_ev": 3.67,
  "charge": -2,
  "energy_ha": -2861.84456
}

---

Entry 2:
{
  "formula": "C4H11N3O",
  "method": "ωB97M-V/def2-TZVPD",
  "elements": ["C", "C", "N", "C", "N", "C", "N", "O", "H", "H", "H", "H", "H", "H", "H", "H", "H", "H", "H"],
  "coordinates": [[0.341, 0.969, 1.251], [0.169, -0.366, 0.557], [-0.525, -0.307, -0.796], [-1.370, 0.864, -0.972], [-2.142, 0.803, -2.193], [1.487, -1.085, 0.323], [1.912, -1.864, 1.341], [2.122, -0.929, -0.704], [0.816, 0.802, 2.229], [-0.593, 1.466, 1.441], [1.041, 1.620, 0.737], [-0.515, -0.995, 1.134], [0.276, -0.217, -1.428], [-2.076, 0.932, -0.151], [-0.844, 1.825, -0.964], [-1.596, 0.947, -3.033], [-2.566, -0.115, -2.271], [1.305, -1.951, 2.140], [2.757, -2.400, 1.358]],
  "forces_ev_per_angstrom": [[1.229, -0.304, 0.821], [-1.798, -0.323, -1.322], [1.543, 0.457, 0.879], [-0.306, 0.219, -0.416], [-0.282, -0.051, -0.081], [0.608, 0.093, -0.391], [-0.760, -0.015, 0.889], [-0.070, -0.009, 0.096], [-0.197, -0.037, -0.068], [-0.361, 0.219, -0.085], [-0.132, 0.169, -0.368], [0.306, -0.046, 0.424], [-0.339, -0.136, -0.218], [-0.192, -0.218, 0.279], [0.199, -0.079, -0.094], [0.195, 0.015, 0.144], [-0.010, 0.028, -0.023], [0.130, -0.095, -0.037], [0.238, 0.113, -0.429]],
  "e_lumo_ev": 0.81,
  "energy_ha": -398.52718,
  "smiles": "C[C@@H](NCN)C(N)=O",
  "relative_energy_kj_mol": 70.9
}

---

Entry 3:
{
  "formula": "C2H4S2",
  "method": "ωB97M-V/def2-TZVPD",
  "elements": ["C", "C", "S", "S", "H", "H", "H", "H"],
  "coordinates": [[1.671, 0.068, -0.218], [0.803, -0.825, 0.209], [-0.978, -0.715, 0.356], [-3.210, 0.557, -0.069], [1.409, 1.177, -0.152], [2.600, -0.137, -0.559], [1.096, -1.965, 0.149], [-3.392, 1.840, 0.285]],
  "forces_ev_per_angstrom": [[-2.802, 3.104, 1.498], [-0.377, -1.377, -1.599], [-1.063, -0.684, 0.998], [1.523, -0.708, -0.229], [0.236, -1.618, -0.444], [2.893, -0.887, -0.651], [-0.948, 2.091, 0.267], [0.537, 0.079, 0.161]],
  "e_lumo_ev": [-2.77, -2.74],
  "energy_ha": -874.83080,
  "smiles": "C=CSS",
  "relative_energy_kj_mol": 339.6
}

---

Entry 4:
{
  "formula": "C4H13N2S",
  "method": "ωB97M-V/def2-TZVPD",
  "elements": ["C", "N", "C", "C", "N", "C", "S", "H", "H", "H", "H", "H", "H", "H", "H", "H", "H", "H", "H", "H"],
  "coordinates": [[2.836, -0.820, 0.143], [1.294, -0.835, 0.303], [0.724, 0.212, -0.491], [-0.825, -0.069, -0.515], [-1.506, 1.183, -1.175], [-1.477, -0.327, 0.759], [-3.200, -0.069, 1.053], [3.292, -1.836, 0.000], [3.221, -0.206, -0.573], [3.206, -0.294, 1.074], [1.190, -0.678, 1.313], [1.096, 1.216, -0.211], [1.065, 0.138, -1.651], [-1.002, -0.843, -1.244], [-2.369, 0.773, -1.682], [-1.472, 2.042, -0.488], [-0.783, 1.422, -1.878], [-0.993, 0.460, 1.484], [-0.962, -1.228, 1.390], [-3.335, -0.243, 2.389]],
  "forces_ev_per_angstrom": [[-1.115, -1.530, 3.638], [2.779, -0.343, -0.453], [-0.359, -0.576, -2.112], [0.444, 1.422, -1.465], [1.253, -0.240, 0.022], [3.602, -0.042, 6.694], [-1.724, -0.259, -0.863], [-0.723, 0.929, 0.438], [0.332, 1.654, -2.622], [0.042, -1.134, -0.748], [-0.423, 0.115, -0.779], [-0.863, 0.133, 0.228], [-0.581, -0.232, 2.607], [-0.009, -0.435, -0.267], [1.101, 1.983, 1.361], [-1.271, -2.114, -1.586], [-0.848, 0.090, -0.103], [-0.630, -0.746, -1.277], [-1.657, 1.341, -2.332], [0.649, -0.018, -0.384]],
  "e_lumo_ev": -3.76,
  "charge": 1,
  "energy_ha": -667.55757,
  "smiles": "CNC[C@H]([NH3+])CS",
  "relative_energy_kj_mol": 320.9
}

---

Entry 5:
{
  "formula": "C5H26NO10",
  "method": "ωB97M-V/def2-TZVPD",
  "elements": ["C", "N", "C", "O", "C", "C", "C", "O", "H", "H", "H", "H", "H", "H", "H", "H", "H", "H", "H", "H", "O", "H", "H", "O", "H", "H", "O", "H", "H", "O", "H", "H", "O", "H", "H", "O", "H", "H", "O", "H", "H", "O"],
  "coordinates": [[1.512, 1.108, 1.014], [0.867, -0.069, 0.332], [1.467, -1.269, 0.313], [0.957, -2.175, -0.331], [0.784, 2.449, 0.600], [-0.702, 2.346, 0.970], [-1.608, 2.057, -0.248], [-1.585, 0.711, -0.418], [1.666, 0.827, 2.056], [2.604, 1.228, 0.503], [-0.148, 0.119, -0.029], [2.326, -1.602, 0.871], [0.792, 2.570, -0.462], [1.353, 3.343, 0.946], [-0.828, 1.510, 1.604], [-1.123, 3.278, 1.526], [-2.678, 2.334, -0.067], [-1.029, 2.525, -1.107], [-3.585, -0.228, 1.155], [-2.060, 0.080, 0.747], [-2.741, -0.342, 1.484], [4.404, -0.156, -1.621], [3.542, 0.617, -2.629], [4.353, 0.676, -1.978], [0.795, -1.172, 3.688], [0.460, -2.580, 3.127], [0.576, -2.063, 3.890], [-1.472, -2.038, 1.594], [-0.464, -3.103, 1.021], [-0.850, -2.759, 1.764], [1.435, -0.044, -2.814], [1.695, -0.451, -4.212], [2.040, -0.021, -3.491], [-1.604, -1.730, 4.004], [-2.534, -0.916, 2.986], [-2.580, -1.405, 3.869], [-1.163, 1.137, -3.698], [-0.164, 2.046, -4.556], [-1.074, 1.852, -4.408], [-1.178, 0.250, -1.783], [-1.575, -0.888, -2.998], [-0.877, -0.301, -2.640]],
  "forces_ev_per_angstrom": [[2.412, 0.017, -3.276], [0.662, 1.919, 1.060], [-2.274, -0.445, -1.128], [-0.070, -1.061, -0.576], [0.155, -0.913, 1.466], [-1.078, 3.197, 0.611], [1.143, 0.758, 0.402], [0.355, -1.955, -1.107], [-0.277, 0.855, 0.249], [-2.189, -0.399, 1.412], [1.321, -0.595, 0.142], [0.972, 1.177, 0.747], [0.513, -0.377, -0.908], [-0.574, -0.710, 0.342], [-0.303, -0.654, 1.097], [0.937, -1.364, -0.761], [0.841, 0.735, -0.417], [-1.581, 0.231, 0.390], [-2.632, 0.289, -1.111], [-1.568, -0.358, 0.262], [3.800, -0.037, 0.396], [0.157, -3.239, 1.355], [2.183, -0.033, 1.656], [-2.275, 3.214, -3.030], [0.178, 0.858, -0.715], [-0.628, -0.568, -2.104], [0.403, -0.031, 3.171], [0.013, -0.192, -0.482], [1.230, -0.704, -3.391], [-1.428, 0.668, 3.479], [-2.734, -0.357, 2.400], [-1.409, -1.549, -2.402], [3.875, 1.925, 0.113], [-2.658, 0.808, -0.318], [-0.323, -0.620, 1.224], [2.892, -0.306, -0.257], [0.820, 0.827, -1.064], [0.990, -0.126, 0.196], [-1.638, -0.711, 0.733], [-0.383, -1.459, -0.587], [0.510, 0.682, 0.877], [-0.344, 0.604, -0.142]],
  "e_lumo_ev": 2.94,
  "charge": -1,
  "energy_ha": -1013.29022,
  "relative_energy_kj_mol": 320.0
}

---

Entry 6:
{
  "formula": "C15H19N5O5",
  "method": "ωB97M-V/def2-TZVPD",
  "elements": ["C", "C", "H", "H", "O", "C", "C", "C", "C", "C", "C", "O", "C", "C", "H", "H", "H", "H", "H", "H", "N", "C", "O", "C", "H", "H", "O", "C", "O", "C", "N", "C", "N", "N", "N", "H", "H", "H", "H", "H", "H", "H", "H", "H"],
  "coordinates": [[-5.547, -1.393, -0.526], [-4.998, -0.913, 0.761], [-4.737, -1.658, 1.389], [-5.906, -0.373, 1.210], [-4.060, -0.158, 0.544], [-2.882, -0.510, 0.474], [-2.518, -1.872, 0.503], [-1.130, -2.067, -0.048], [-0.225, -1.064, -0.203], [-0.514, 0.205, -0.035], [-1.922, 0.800, 0.260], [-2.431, 1.963, 0.271], [-1.431, 2.780, 0.048], [-1.189, 3.333, -1.282], [-2.164, 3.434, -1.946], [-0.627, 4.074, -1.294], [-0.705, 2.232, -1.753], [-0.539, 2.761, 0.766], [-1.870, 3.915, 0.553], [0.166, 1.063, -0.043], [1.138, -1.350, -0.473], [1.731, -2.421, -0.203], [1.379, -3.498, -0.091], [3.287, -2.307, -0.495], [3.507, -2.359, -1.981], [4.000, -3.080, -0.113], [3.823, -1.229, -0.350], [4.997, -0.755, 0.281], [5.608, -1.843, 0.753], [5.278, 0.525, 0.680], [4.088, 1.483, 0.394], [2.936, 1.441, 1.088], [2.140, 2.277, 0.619], [2.668, 2.478, -0.560], [3.812, 2.039, -0.645], [2.872, 1.191, 2.198], [5.667, 0.653, 1.452], [5.999, 0.934, 0.166], [1.710, -0.473, -0.572], [-0.935, -2.995, 0.111], [-3.059, -2.619, 0.637], [-4.936, -1.861, -0.870], [-6.554, -2.094, -0.475], [-5.925, -0.685, -1.202]],
  "forces_ev_per_angstrom": [[-14.969, 5.067, 6.325], [-10.912, -2.235, 0.895], [0.439, -2.944, 2.250], [1.442, -0.326, 0.204], [1.548, 9.682, -0.552], [6.741, 0.925, -0.952], [8.964, 9.448, -3.668], [-4.829, 3.994, 2.254], [0.488, -3.642, -0.354], [-5.246, 8.976, 1.491], [2.284, -13.424, -0.365], [-2.245, -1.022, 0.181], [1.200, 11.038, 4.318], [-5.290, -11.887, -4.044], [1.898, 0.134, 1.713], [5.278, 6.450, -0.317], [-0.603, 3.515, 0.033], [-0.984, -0.936, -1.371], [0.823, -2.744, -0.590], [0.579, -1.012, -0.424], [-2.221, 6.749, -0.446], [7.596, 0.937, -1.971], [-3.504, -7.129, 1.757], [-0.598, -8.823, -4.932], [-1.312, -0.962, 3.571], [-1.508, -0.411, -0.072], [4.624, 15.612, 2.159], [-0.908, -15.501, 1.784], [-0.983, 6.414, -1.917], [-9.715, 2.797, -10.773], [2.531, -6.273, 7.096], [2.118, -1.200, 8.154], [-3.100, -0.236, -0.946], [-3.158, 4.650, -3.828], [2.764, 1.939, -7.208], [0.315, -0.343, -1.788], [4.680, 1.232, 13.269], [3.939, 1.951, -3.985], [-0.652, -1.524, 0.048], [2.283, -5.798, -0.105], [-4.897, -6.251, 1.188], [12.454, -9.928, -8.014], [2.583, 1.387, 0.512], [0.065, 1.652, -0.578]],
  "e_lumo_ev": -0.48,
  "energy_ha": -1232.23129,
  "relative_energy_kj_mol": 1855.9
}